This record from the Open Molecules 2025 dataset describes a structure of composition C13H48Ba2O13 in a non-equilibrium geometry. The level of theory is the ωB97M-V functional and the def2-TZVPD basis.

Last column: Mulliken charge in e.
Positions of all 76 atoms, in Å:
1 Ba 0.0419 -3.4872 -0.4834  1.7531
2 Ba -3.9650 -1.7211 -0.8366  1.8171
3 O 1.0686 -1.3139 1.0196  -0.9764
4 C 0.7091 -0.0688 0.4277  0.1972
5 C -0.6796 0.1181 -0.2573  1.2995
6 O -1.2824 -0.8741 -1.0293  -1.1693
7 H 1.5417 0.0958 -0.2562  -0.5593
8 H 0.9497 0.7666 1.0852  0.0313
9 H -0.6949 1.0468 -0.8278  0.0448
10 H -1.3951 0.3674 0.5263  -0.6916
11 C 2.3997 0.8213 3.7683  -0.4142
12 O 1.5507 -0.3042 3.7433  -0.5018
13 H 3.2630 0.5791 3.1485  0.1015
14 H 1.9226 1.6883 3.3113  0.2248
15 H 2.6680 1.0458 4.8006  0.2985
16 H 1.4762 -0.6852 2.8653  0.2359
17 C -1.6255 1.3428 3.7107  -0.2165
18 O -2.3777 2.5416 3.8852  -0.5637
19 H -2.1409 0.7494 2.9554  0.0442
20 H -0.6328 1.5488 3.3106  0.0322
21 H -1.5664 0.7402 4.6170  0.3962
22 H -3.1157 2.3373 4.4641  0.3030
23 C -1.2194 -2.5359 4.1959  -0.5515
24 O -1.2986 -2.3759 2.8007  -0.3992
25 H -0.1959 -2.7915 4.4704  0.2701
26 H -1.2877 -1.5756 4.7071  0.1088
27 H -2.0049 -3.2014 4.5539  0.2827
28 H -0.5986 -1.8021 2.4807  0.3327
29 C -1.7327 3.6030 -0.3117  -0.1438
30 O -2.0368 4.9448 -0.0256  -0.5691
31 H -2.1250 3.4406 -1.3157  0.0853
32 H -0.6619 3.4003 -0.3331  0.2919
33 H -2.2519 2.9245 0.3652  -0.0100
34 H -1.7529 5.0829 0.8811  0.3188
35 C -0.3343 -0.5417 -4.6610  -0.6667
36 O -1.1865 0.1138 -3.7965  -0.5404
37 H 0.6140 -0.0044 -4.6724  0.1778
38 H -0.1601 -1.5136 -4.1993  0.2117
39 H -0.7512 -0.5433 -5.6682  0.3304
40 H -1.0956 -0.2501 -2.9128  0.2652
41 C 2.4794 2.3796 -2.7860  -0.2402
42 O 3.5148 2.6603 -3.7617  -0.5464
43 H 1.5700 2.1704 -3.3493  0.1612
44 H 2.7062 1.5001 -2.1834  -0.0440
45 H 2.3697 3.2746 -2.1736  0.3450
46 H 3.3238 3.5345 -4.1095  0.3114
47 C 4.4481 -0.4325 0.6963  -0.6474
48 O 3.8306 -1.4815 1.4333  -0.6226
49 H 3.8656 0.4869 0.7557  0.3072
50 H 5.4294 -0.2914 1.1494  0.3466
51 H 4.6358 -0.6667 -0.3515  0.1827
52 H 2.8903 -1.3385 1.3032  0.2500
53 C 3.6126 -4.9693 0.6343  -0.7586
54 O 2.6423 -3.9576 0.3782  -0.2812
55 H 4.4489 -5.0490 -0.0601  0.2695
56 H 4.0158 -4.7807 1.6292  0.2736
57 H 3.0944 -5.9280 0.6118  0.2764
58 H 2.9440 -3.1576 0.8148  0.4018
59 C 2.4276 -1.9857 -2.8295  -0.4795
60 O 1.8834 -3.2667 -2.5410  -0.4726
61 H 2.1606 -1.7840 -3.8669  0.3857
62 H 1.9951 -1.1908 -2.2218  0.0762
63 H 3.5096 -2.0472 -2.7127  0.3459
64 H 2.4072 -3.8177 -3.1272  0.2476
65 C -4.0478 1.8874 -2.9055  -0.8513
66 O -3.6169 0.7036 -2.4690  -0.0946
67 H -4.6671 1.7042 -3.7835  0.3049
68 H -4.6216 2.3748 -2.1173  0.2743
69 H -3.2868 2.5668 -3.2895  0.2919
70 H -2.7150 0.5980 -2.7806  0.4520
71 C -4.9031 1.2014 0.7036  -0.2109
72 O -5.7285 0.3563 -0.0260  -0.5463
73 H -5.0076 2.2200 0.3297  0.2940
74 H -5.1692 1.1974 1.7606  0.4156
75 H -3.8378 0.9722 0.6777  -0.1873
76 H -6.6393 0.6469 0.0613  0.2884

Cartesian forces, eV/Å:
2.00 1.85 1.02
0.79 2.43 -0.32
-1.89 -0.82 -0.39
1.44 -0.87 -0.92
-0.29 1.01 1.37
-0.73 -2.97 -0.69
-0.19 0.24 -1.22
-0.94 0.28 0.64
0.65 0.24 -0.27
-0.10 0.01 0.77
0.11 -0.33 -0.79
-0.85 -0.29 0.92
0.48 0.28 0.35
-0.15 0.30 0.12
0.06 -0.09 -0.18
0.19 0.01 -0.55
-0.58 -0.05 -0.36
0.40 -0.05 -0.01
0.00 -0.48 -0.21
-0.04 0.25 0.33
0.24 0.17 0.08
-0.01 0.13 0.11
0.93 0.90 0.90
-0.94 -0.48 -1.45
-0.13 -0.91 0.13
-0.63 0.20 -0.05
0.35 -0.11 -0.15
0.62 0.36 -0.01
-0.42 0.14 -0.72
0.16 -0.06 0.35
0.09 -0.23 -0.08
0.13 -0.06 0.17
0.11 -0.24 0.21
-0.05 0.42 0.15
1.05 -0.12 -0.02
-1.86 1.29 0.88
0.26 -0.09 -0.32
0.20 -0.56 -0.84
0.03 -0.39 0.14
0.45 -0.27 0.66
0.42 0.70 -1.23
-0.29 -0.71 0.78
-0.40 0.04 0.27
0.44 0.16 -0.06
-0.31 -0.28 0.36
0.09 0.05 -0.08
0.77 -0.09 0.34
0.19 -0.20 -0.42
0.07 0.10 0.06
-0.07 0.30 -0.03
-0.23 -0.23 -0.19
-1.08 0.01 0.17
0.02 -0.60 0.71
-0.77 -0.23 -0.69
-0.18 0.54 -0.32
0.08 -0.33 -0.02
0.06 -0.02 0.17
0.41 0.75 0.13
0.25 0.67 -0.79
-0.62 -0.46 0.40
0.35 0.40 -0.03
0.01 -0.27 0.31
-0.05 0.42 0.09
-0.26 -0.72 0.16
-2.20 3.12 -1.82
1.79 -3.97 2.09
-0.55 0.39 0.00
-0.07 0.26 -0.20
0.38 -0.09 0.46
0.37 -0.33 -0.32
0.31 1.96 1.37
0.08 -1.99 -1.01
0.20 0.10 0.09
-0.06 0.03 0.08
0.08 -0.51 -0.52
-0.17 -0.03 -0.06

Values from the calculation:
**Gap between HOMO and LUMO**: 5.828 eV
**Charge**: +2
**Multiplicity**: 1
**Energy above the lowest of the compared OMol25 structures with the same formula, charge and spin**: 0.0 kJ/mol